[1]
{"formula": "C13H33F3KO14P3", "method": "wB97M-V/def2-TZVPD", "symbols": ["K", "C", "O", "O", "C", "F", "F", "F", "C", "C", "H", "H", "H", "H", "H", "H", "C", "O", "P", "O", "O", "C", "O", "C", "H", "H", "H", "H", "H", "H", "H", "H", "H", "C", "O", "P", "O", "O", "C", "O", "C", "H", "H", "H", "H", "H", "H", "H", "H", "H", "C", "O", "P", "O", "O", "C", "O", "C", "H", "H", "H", "H", "H", "H", "H", "H", "H"], "positions_angstrom": [[-30.858, 8.543, -8.073], [-30.521, 6.264, -4.990], [-29.570, 5.276, -4.544], [-29.911, 7.031, -5.934], [-31.981, 5.774, -5.153], [-32.740, 6.815, -5.522], [-32.115, 4.840, -6.137], [-32.597, 5.277, -4.033], [-29.941, 4.480, -3.437], [-28.736, 3.657, -2.989], [-28.176, 3.210, -3.810], [-28.071, 4.342, -2.460], [-29.047, 2.854, -2.320], [-30.762, 3.796, -3.677], [-30.306, 5.005, -2.546], [-30.536, 6.936, -4.115], [-28.708, 2.596, -11.708], [-29.839, 3.059, -10.922], [-29.858, 4.574, -10.333], [-30.385, 5.526, -11.304], [-30.744, 4.511, -8.961], [-30.308, 3.590, -7.986], [-28.330, 4.709, -9.811], [-28.002, 5.969, -9.229], [-28.665, 1.542, -11.419], [-27.815, 3.144, -11.434], [-28.875, 2.421, -12.771], [-31.093, 2.862, -7.757], [-29.962, 4.066, -7.070], [-29.559, 2.865, -8.322], [-28.833, 6.552, -8.835], [-27.511, 6.624, -9.953], [-27.308, 5.786, -8.412], [-34.988, 13.372, -10.008], [-34.349, 12.291, -9.296], [-32.796, 11.990, -9.582], [-32.344, 10.864, -8.736], [-32.073, 13.394, -9.367], [-31.328, 13.699, -8.197], [-32.787, 11.823, -11.152], [-31.614, 11.399, -11.832], [-35.637, 12.973, -10.787], [-34.230, 13.830, -10.651], [-35.349, 14.110, -9.302], [-30.423, 13.100, -8.108], [-31.998, 13.680, -7.338], [-30.980, 14.727, -8.310], [-31.376, 12.128, -12.609], [-31.698, 10.448, -12.356], [-30.742, 11.384, -11.176], [-35.223, 8.607, -10.173], [-34.870, 7.355, -10.779], [-34.123, 6.288, -9.899], [-32.984, 6.869, -9.130], [-35.283, 5.699, -8.979], [-35.105, 5.470, -7.597], [-33.818, 5.168, -10.966], [-33.649, 3.790, -10.677], [-34.347, 9.248, -10.134], [-35.620, 8.552, -9.154], [-36.096, 9.050, -10.650], [-35.489, 4.462, -7.418], [-35.609, 6.197, -6.962], [-34.086, 5.356, -7.223], [-32.660, 3.486, -11.017], [-34.365, 3.142, -11.182], [-33.736, 3.539, -9.618]], "forces_ev_per_angstrom": [[-0.4, -0.6, 0.5], [2.7, 2.9, 1.3], [-0.7, -1.1, -0.1], [-1.9, -1.3, -0.8], [0.2, -0.3, -0.7], [-0.2, 0.3, -0.1], [-0.1, 0.0, 0.5], [0.7, 0.2, -0.7], [0.0, -1.2, 0.0], [0.0, 0.5, 0.0], [-0.2, 0.1, -0.2], [0.2, -0.2, 0.1], [0.0, 0.1, 0.1], [0.0, 0.0, -0.3], [0.1, 0.7, -0.2], [-1.1, -0.1, 0.6], [-0.6, -1.6, 0.8], [0.3, 1.2, 0.2], [-0.4, -1.5, 0.7], [0.3, 0.6, 0.3], [1.0, 0.1, -2.2], [0.2, -2.0, 1.0], [-1.3, 0.3, -0.5], [0.9, 0.8, 0.2], [0.7, 0.1, 0.5], [0.1, -0.1, -0.3], [-0.4, 1.3, -0.2], [-0.5, 0.7, 0.2], [-0.1, 0.3, -0.2], [0.5, 0.7, -0.4], [-0.4, -0.5, 0.2], [0.1, -0.3, -0.2], [-0.1, -0.1, 0.0], [1.6, -0.1, -1.1], [0.7, -0.2, -0.2], [-1.5, 0.0, 1.0], [0.4, 0.6, -0.7], [0.2, -0.7, -0.7], [0.1, 0.8, 0.3], [-0.2, -0.4, 0.2], [1.2, 0.5, -0.7], [-0.8, -0.1, 0.7], [0.0, 0.5, 0.3], [-0.5, -0.2, -0.1], [-0.3, -0.4, 0.2], [0.3, -0.3, 0.2], [-0.2, 0.0, -0.1], [-0.2, 0.2, 0.1], [-0.5, -0.2, 0.5], [-0.1, -0.2, 0.1], [-0.3, 0.3, 0.7], [-0.6, 0.2, -0.3], [1.1, 0.5, 1.1], [-0.9, -0.6, -0.6], [0.5, 0.4, -0.4], [0.2, -1.5, 1.3], [-0.5, 0.5, 0.0], [0.5, -0.9, 0.3], [-0.1, 0.2, -0.2], [0.5, -0.7, 0.2], [0.5, -0.1, -0.9], [-0.5, 0.2, 0.1], [-0.2, 0.1, -0.3], [0.2, 0.6, -0.7], [0.1, 0.2, 0.1], [-0.3, 0.5, -0.3], [0.1, 0.4, 0.1]], "lowdin_charge": [0.82, -0.50, -0.09, -0.29, -0.51, 0.12, 0.10, 0.10, -0.30, -0.08, 0.07, 0.07, 0.07, 0.11, 0.12, 0.14, -0.08, -0.24, 0.43, -0.22, -0.21, -0.13, -0.23, -0.09, 0.09, 0.08, 0.09, 0.09, 0.09, 0.09, 0.06, 0.09, 0.10, -0.08, -0.21, 0.38, -0.29, -0.22, -0.08, -0.20, -0.08, 0.09, 0.07, 0.10, 0.09, 0.10, 0.09, 0.09, 0.10, 0.09, -0.08, -0.19, 0.39, -0.29, -0.20, -0.11, -0.18, -0.08, 0.07, 0.09, 0.09, 0.09, 0.10, 0.06, 0.08, 0.09, 0.09], "homo_lumo_gap_ev": 6.7922, "charge": 0, "lumo_energy_ev": -0.13, "e_homo_ev": -6.92, "multiplicity": 1, "de_lowest_kcal_mol": 52.7}

=====

[2]
{"formula": "C27H33N5OPt", "method": "wB97M-V/def2-TZVPD", "symbols": ["Pt", "C", "C", "C", "C", "C", "C", "C", "C", "C", "C", "C", "C", "N", "C", "C", "C", "C", "C", "N", "C", "C", "C", "C", "H", "H", "H", "H", "H", "H", "H", "H", "H", "H", "H", "H", "H", "H", "H", "H", "H", "H", "H", "H", "H", "H", "H", "H", "H", "H", "H", "H", "H", "O", "N", "N", "C", "C", "C", "C", "C", "N", "C", "H", "H", "H", "H"], "positions_angstrom": [[-0.126, 0.166, -0.010], [0.269, -0.746, -2.909], [1.311, -1.777, -2.469], [0.765, -2.762, -1.427], [2.619, -1.076, -2.134], [3.619, -1.151, -3.082], [4.866, -0.571, -2.881], [5.124, 0.125, -1.715], [4.157, 0.264, -0.732], [4.435, 1.210, 0.422], [5.610, 0.719, 1.283], [4.732, 2.621, -0.112], [2.900, -0.387, -0.920], [1.971, -0.370, 0.114], [2.338, -0.648, 1.342], [1.420, -0.603, 2.387], [1.629, -0.860, 3.778], [0.442, -0.618, 4.380], [-0.498, -0.193, 3.354], [0.101, -0.239, 2.157], [-1.897, 0.260, 3.630], [-2.091, 0.534, 5.124], [-2.214, 1.550, 2.857], [-2.843, -0.887, 3.211], [-0.632, -1.226, -3.289], [0.667, -0.074, -3.668], [-0.018, -0.096, -2.045], [1.526, -2.385, -3.350], [0.264, -2.266, -0.585], [1.549, -3.396, -1.014], [0.028, -3.414, -1.898], [3.441, -1.697, -4.000], [5.628, -0.654, -3.645], [6.092, 0.588, -1.583], [3.554, 1.292, 1.060], [6.535, 0.718, 0.706], [5.454, -0.293, 1.662], [5.749, 1.386, 2.133], [5.658, 2.635, -0.684], [4.839, 3.319, 0.718], [3.926, 2.974, -0.758], [3.355, -0.963, 1.550], [2.557, -1.173, 4.231], [0.215, -0.702, 5.429], [-1.379, 1.278, 5.486], [-1.990, -0.375, 5.718], [-3.095, 0.923, 5.292], [-1.666, 2.392, 3.284], [-3.279, 1.764, 2.929], [-1.945, 1.471, 1.809], [-2.753, -1.733, 3.892], [-2.617, -1.240, 2.208], [-3.874, -0.531, 3.237], [-0.274, 2.842, -0.149], [0.423, 1.993, -0.417], [-5.171, -3.544, -0.234], [-4.773, -2.473, -0.347], [-4.226, -1.155, -0.470], [-5.023, -0.020, -0.602], [-4.398, 1.213, -0.697], [-3.021, 1.282, -0.617], [-2.259, 0.191, -0.462], [-2.847, -1.007, -0.416], [-6.101, -0.109, -0.633], [-4.971, 2.119, -0.829], [-2.516, 2.236, -0.683], [-2.215, -1.884, -0.357]], "forces_ev_per_angstrom": [[0.1, -1.2, 0.2], [0.1, -0.3, 0.0], [-0.1, 0.1, 0.1], [0.1, 0.1, -0.1], [-0.1, -0.1, 0.3], [0.2, 0.0, -0.1], [-0.1, 0.0, 0.1], [0.0, 0.0, -0.2], [-0.5, 0.0, 0.2], [0.4, 0.0, 0.0], [-0.2, 0.1, 0.0], [-0.1, -0.1, 0.0], [0.8, 0.1, -0.8], [-1.3, 0.2, 0.6], [0.4, -0.2, -0.2], [-0.4, 0.0, 0.2], [0.1, 0.0, 0.0], [0.2, -0.1, 0.1], [0.1, 0.1, -0.2], [-0.2, 0.1, 0.0], [-0.2, 0.0, -0.1], [0.0, 0.0, 0.0], [0.2, -0.1, 0.1], [0.1, 0.0, 0.0], [-0.1, 0.1, 0.1], [0.0, 0.0, 0.0], [-0.1, 0.0, -0.3], [0.0, 0.1, 0.0], [0.0, 0.0, 0.1], [0.0, 0.0, 0.0], [0.0, 0.0, 0.0], [-0.1, 0.0, 0.0], [0.0, 0.0, 0.0], [0.0, 0.1, 0.0], [0.0, 0.0, 0.0], [0.0, 0.0, 0.0], [0.0, 0.0, 0.0], [0.0, 0.0, 0.0], [0.0, 0.0, 0.0], [0.0, 0.0, 0.0], [0.0, 0.0, 0.0], [0.0, 0.0, -0.1], [0.0, 0.0, 0.0], [0.0, 0.0, 0.0], [0.0, 0.0, 0.0], [0.0, 0.0, 0.0], [0.0, 0.0, 0.0], [0.0, 0.0, 0.0], [0.0, 0.0, 0.0], [0.0, 0.0, -0.1], [0.0, 0.0, 0.0], [0.0, 0.0, -0.2], [0.0, 0.0, 0.0], [-0.2, 0.4, 0.0], [0.4, 0.4, -0.3], [0.0, 0.1, 0.0], [-0.1, -0.2, -0.1], [0.1, 0.2, 0.0], [0.1, 0.0, 0.0], [0.0, 0.0, 0.0], [-0.1, 0.1, -0.1], [0.7, 0.2, 0.5], [-0.1, -0.2, -0.1], [0.0, 0.0, 0.0], [0.0, 0.0, 0.0], [0.0, 0.0, 0.1], [0.0, 0.0, 0.1]], "lowdin_charge": [1.18, -0.04, -0.36, -0.05, -0.12, -0.01, 0.00, 0.00, -0.11, -0.39, -0.04, -0.04, -0.15, -0.01, -0.04, -0.22, 0.05, 0.06, -0.16, 0.03, -0.53, -0.04, -0.02, 0.00, 0.10, 0.10, -0.01, 0.14, 0.03, 0.10, 0.10, 0.13, 0.13, 0.13, 0.11, 0.09, 0.08, 0.09, 0.09, 0.09, 0.08, 0.15, 0.14, 0.13, 0.10, 0.09, 0.10, 0.10, 0.10, 0.02, 0.10, 0.06, 0.10, 0.10, -0.05, 0.22, -0.15, -0.18, 0.05, 0.01, -0.10, -0.08, -0.09, 0.15, 0.13, 0.11, 0.13], "homo_lumo_gap_ev": [6.9382, 5.6484], "charge": 2, "lumo_energy_ev": [-7.53, -9.02], "e_homo_ev": [-14.47, -14.67], "multiplicity": 3, "de_lowest_kcal_mol": 9.3}

=====

[3]
{"formula": "C7H12", "method": "wB97M-V/def2-TZVPD", "symbols": ["C", "C", "C", "C", "C", "C", "C", "H", "H", "H", "H", "H", "H", "H", "H", "H", "H", "H", "H"], "positions_angstrom": [[0.969, 1.174, 2.080], [0.193, 0.166, 1.232], [0.971, -1.031, 0.690], [0.633, -1.299, -0.575], [-0.623, -0.523, -0.905], [-1.094, -0.280, -2.344], [-0.403, 0.738, -0.058], [1.782, 1.633, 1.505], [0.310, 1.979, 2.430], [1.404, 0.699, 2.966], [-0.647, -0.221, 1.838], [1.531, -1.695, 1.343], [0.810, -2.204, -1.151], [-1.274, -1.241, -0.387], [-0.385, 0.337, -2.908], [-2.057, 0.252, -2.380], [-1.234, -1.213, -2.901], [-1.264, 1.404, 0.088], [0.378, 1.326, -0.563]], "forces_ev_per_angstrom": [[0.0, 0.0, 0.0], [0.0, 0.0, 0.0], [0.1, 0.0, 0.0], [-0.5, -0.4, 0.2], [-0.1, 0.4, -0.3], [0.1, 0.0, 0.0], [0.0, 0.0, 0.0], [-0.1, -0.1, 0.1], [0.1, -0.2, -0.1], [0.0, 0.0, -0.1], [0.2, 0.0, 0.0], [0.3, 0.3, -0.2], [0.6, 0.1, 0.2], [-1.0, 0.6, -0.2], [0.0, -0.1, 0.1], [0.3, -0.2, 0.2], [0.1, 0.1, 0.1], [0.0, -0.4, 0.0], [-0.1, 0.0, 0.0]], "lowdin_charge": [-0.08, -0.38, -0.07, -0.07, -0.38, -0.07, -0.15, 0.08, 0.08, 0.07, 0.14, 0.10, 0.11, 0.14, 0.08, 0.08, 0.07, 0.12, 0.13], "homo_lumo_gap_ev": 10.2483, "charge": 0, "smiles": "C[C@@H]1C=C[C@H](C)C1", "lumo_energy_ev": 1.23, "e_homo_ev": -9.02, "multiplicity": 1, "de_lowest_kcal_mol": 14.1}

=====

We obtain E values of -95031.6697; -41260.7023; -7452.8188 eV for the records listed above, in that order.
We obtain maximum force values of 4.2; 1.5; 1.2 eV/Å for the records listed above, in that order.